The following is a quantum chemistry calculation of an isolated molecule of C4H6O2 in a non-equilibrium geometry, from the Open Molecules 2025 dataset.

Structure (XYZ):
```
12
Properties=species:S:1:pos:R:3
O -1.91862 1.65157 0.04058
C -1.03383 0.83895 -0.02814
C -0.95220 -0.64378 0.27102
C 0.50273 -0.64545 -0.20559
O 1.37639 -1.18565 0.75501
C 0.42899 0.99516 -0.36766
H -1.03628 -0.80627 1.34946
H -1.63279 -1.29362 -0.28369
H 0.58420 -1.23436 -1.14170
H 2.23580 -0.82920 0.51533
H 0.57834 1.51607 -1.33568
H 0.86727 1.63659 0.43105
```

The calculation puts the HOMO energy at -9.62 eV. The calculation puts the total energy at -8338.8950 eV. As for the SMILES: O=C1CC(O)C1. Its total charge is 0. As for the frontier orbital gap: 0.38240 Ha. As for the energy above the lowest of the compared OMol25 structures with the same formula, charge and spin: 151.1 kJ/mol.